1.
C12H14Cl2FN2O4 | the ωB97M-V functional and the def2-TZVPD basis

The geometry in XYZ format:
```
35
Properties=species:S:1:pos:R:3:forces:R:3
C 0.109 -1.858 1.086 -0.228 0.767 -0.197
C -0.114 -1.046 -0.261 1.060 0.198 1.165
C 0.946 0.075 -0.255 -0.240 0.280 -0.312
C 1.929 0.081 -1.243 -0.871 -0.606 0.349
N 2.878 1.037 -1.234 -0.851 -0.018 0.699
F 3.835 1.017 -2.170 -0.052 -0.112 -0.052
C 2.931 2.019 -0.313 0.256 1.604 0.675
N 3.997 2.962 -0.411 0.048 -1.121 0.919
C 4.919 2.545 0.324 0.678 -0.552 -0.597
O 5.789 2.055 0.900 -0.617 0.934 -0.156
C 1.962 2.124 0.701 -0.835 -1.832 -0.891
C 0.962 1.120 0.722 -0.025 0.424 -0.673
C -0.116 1.205 1.821 0.179 -0.153 0.063
O 0.246 1.338 2.946 0.029 -0.077 0.079
O -1.425 1.076 1.472 1.190 0.740 0.128
C -1.876 2.090 0.541 -0.771 -0.166 -1.113
O -2.536 1.433 -0.499 -0.075 0.838 0.902
C -3.849 0.989 -0.109 -0.596 0.014 0.100
H -0.598 -1.434 1.823 0.307 -0.614 -0.146
H 1.128 -1.682 1.488 -0.509 -0.282 -0.289
H -0.034 -2.941 0.947 -0.095 0.577 0.105
H 0.011 -1.725 -1.116 -0.032 0.598 0.197
H -1.104 -0.558 -0.251 0.421 -0.508 -0.284
H 1.892 -0.705 -2.011 0.565 0.685 0.148
H 1.960 2.924 1.449 0.279 -0.288 -0.464
H -2.538 2.779 1.100 0.247 -0.440 -0.163
H -1.061 2.682 0.086 -0.062 -0.513 0.343
H -4.582 1.348 -0.858 0.505 -0.485 0.221
H -4.177 1.420 0.862 0.429 -0.229 -0.470
H -3.839 -0.111 -0.012 -0.177 0.484 -0.180
C -1.619 -4.568 -1.477 -0.126 -0.140 0.013
Cl -2.193 -2.959 -1.938 -0.212 -0.130 -0.064
Cl 0.148 -4.623 -1.379 0.018 -0.074 -0.008
H -2.033 -4.825 -0.508 0.076 0.101 -0.006
H -1.949 -5.284 -2.223 0.086 0.097 -0.045
```
Positions in Å, forces in eV/Å.

- charge = +1
- HOMO level (eV) = -13.62
- Kohn-Sham gap (eV) = 8.7
- lowest unoccupied orbital energy (eV) = -4.95

Results of the natural (NBO) charge analysis, in e, for atoms 1 through 2: atom 1 (C): -0.618, atom 2 (C): -0.455

2.
C12H14Cl5O3Pt | the ωB97M-V functional and the def2-TZVPD basis

The geometry in XYZ format:
```
35
Properties=species:S:1:pos:R:3:forces:R:3
Pt 0.386 -0.381 -1.162 -0.510 -0.026 0.059
C 3.210 -1.555 -0.598 0.281 -0.550 0.126
O 2.610 -0.342 -1.042 -0.719 0.163 -0.107
C 3.088 0.816 -0.364 -0.050 0.776 0.294
C 2.198 2.012 -0.725 0.677 -0.195 -0.212
O 0.873 1.884 -0.241 -0.399 -0.923 -0.500
C 0.678 2.078 1.155 -0.375 -0.238 0.536
C -0.112 0.911 1.751 0.124 0.374 -0.158
O 0.557 -0.309 1.459 0.114 0.264 -0.433
C 0.071 -1.394 2.234 -0.058 -0.221 0.285
H 4.279 -1.563 -0.827 -0.118 0.103 -0.029
H 3.071 -1.693 0.479 -0.056 0.115 -0.056
H 2.723 -2.370 -1.134 0.070 0.091 0.011
H 3.051 0.641 0.720 0.064 -0.053 -0.137
H 4.124 1.019 -0.662 -0.166 -0.073 0.010
H 2.648 2.939 -0.350 0.001 -0.146 -0.059
H 2.092 2.076 -1.814 0.131 0.095 0.160
H 1.639 2.182 1.665 -0.031 -0.022 -0.063
H 0.096 2.998 1.289 0.147 -0.113 0.027
H -0.177 1.045 2.836 -0.036 0.072 -0.049
H -1.126 0.890 1.330 0.055 -0.031 0.075
H 0.326 -1.248 3.290 -0.047 0.041 -0.101
H -1.015 -1.499 2.140 0.066 -0.015 -0.065
H 0.564 -2.294 1.876 -0.066 -0.009 -0.023
Cl -1.067 -2.963 -0.758 0.624 -0.209 0.039
C -2.182 -1.683 -1.040 0.201 0.910 -0.223
C -1.587 -0.463 -1.380 -0.624 0.102 0.667
C -2.445 0.618 -1.620 0.491 -0.682 0.170
Cl -1.725 2.101 -2.071 0.142 0.456 -0.117
C -3.826 0.501 -1.473 -0.058 -0.317 0.051
Cl -4.834 1.870 -1.680 0.060 -0.058 -0.067
C -4.381 -0.736 -1.109 0.535 -0.080 0.059
Cl -6.059 -0.879 -0.878 -0.244 -0.059 -0.010
C -3.548 -1.852 -0.894 -0.282 0.449 -0.089
Cl -4.196 -3.357 -0.401 0.055 0.010 -0.071
```
Positions in Å, forces in eV/Å.

- charge = +1
- ΔE to the lowest compared entry with this formula, charge and spin (kJ/mol) = 91.5
- HOMO level (spin up / spin down) (eV) = -11.86 / -11.86
- Kohn-Sham gap (spin up / spin down) (eV) = 6.2 / 6.2
- lowest unoccupied orbital energy (spin up / spin down) (eV) = -5.66 / -5.68

Results of the natural (NBO) charge analysis, in e, for atoms 1 through 2: atom 1 (Pt): 1.017, atom 2 (C): -0.257

3.
C12H14ClOP | the ωB97M-V functional and the def2-TZVPD basis

The geometry in XYZ format:
```
29
Properties=species:S:1:pos:R:3:forces:R:3
C -0.372 -1.981 -2.081 -0.060 0.159 0.045
C -1.108 -0.683 -1.726 -0.192 -0.134 -0.074
C -1.650 -0.019 -2.991 0.064 -0.048 0.159
C -2.244 -0.974 -0.739 0.108 0.034 -0.135
C -0.143 0.236 -1.072 0.944 0.588 0.877
C 0.517 0.544 0.032 0.077 0.600 -1.905
O 0.751 0.130 1.263 -0.298 -0.429 0.367
C 1.521 0.873 2.135 0.392 0.297 0.411
C 1.726 2.239 2.009 -0.226 -0.118 -0.255
C 2.490 2.899 2.957 0.059 -0.050 0.094
C 3.040 2.209 4.022 0.067 0.083 0.072
C 2.823 0.846 4.147 0.007 0.040 -0.005
C 2.066 0.174 3.207 -0.209 -0.029 -0.333
P 0.918 1.700 -1.327 0.118 -1.804 0.520
Cl -0.355 3.272 -1.007 -0.678 1.082 0.151
H -1.056 -2.676 -2.563 -0.075 -0.100 -0.066
H 0.453 -1.775 -2.761 0.088 -0.024 -0.075
H 0.028 -2.448 -1.184 0.052 -0.081 0.069
H -2.339 -0.684 -3.506 -0.081 -0.079 -0.067
H -0.832 0.228 -3.665 0.035 0.022 -0.105
H -2.176 0.900 -2.740 -0.055 0.100 -0.020
H -2.950 -1.674 -1.180 -0.107 -0.099 -0.032
H -2.772 -0.057 -0.488 -0.063 0.070 0.045
H -1.848 -1.406 0.177 0.001 -0.064 0.112
H 1.285 2.792 1.193 -0.037 0.010 0.033
H 2.648 3.962 2.859 0.008 0.089 -0.013
H 3.633 2.732 4.757 0.052 0.046 0.063
H 3.247 0.302 4.977 0.030 -0.049 0.064
H 1.885 -0.887 3.285 -0.021 -0.112 0.003
```
Positions in Å, forces in eV/Å.

- charge = 0
- ΔE to the lowest compared entry with this formula, charge and spin (kJ/mol) = 0.0
- HOMO level (eV) = -8.63
- Kohn-Sham gap (eV) = 9.4
- lowest unoccupied orbital energy (eV) = 0.76
- SMILES = CC(C)(C)C1=C(Oc2ccccc2)P1Cl

Results of the natural (NBO) charge analysis, in e, for atoms 1 through 2: atom 1 (C): -0.585, atom 2 (C): -0.118